Molecular formula: C54H129InN9O19
Method: DFT, the ωB97M-V functional and the def2-TZVPD basis

Element x y z (Å)
1 In 5.00 -2.91 -1.10
2 C 1.35 0.29 0.81
3 C 2.21 -0.60 0.07
4 C 1.76 -1.04 -1.38
5 O 2.49 -1.80 -2.03
6 C 0.46 -0.63 -1.88
7 C -0.32 0.23 -1.16
8 C 0.20 0.72 0.19
9 O -0.59 1.34 1.01
10 O -1.42 0.63 -1.74
11 O 3.24 -1.13 0.52
12 H 1.72 0.52 1.80
13 H 0.07 -0.88 -2.85
14 C 3.06 3.57 0.66
15 C 2.92 4.57 -0.48
16 C 2.74 6.04 -0.07
17 O 2.70 6.89 -1.23
18 C 2.80 8.30 -0.84
19 N 4.07 4.43 -1.41
20 H 3.95 3.73 1.27
21 H 3.06 2.56 0.25
22 H 2.34 3.60 1.49
23 H 2.14 4.15 -1.11
24 H 3.65 6.30 0.46
25 H 1.89 6.31 0.55
26 H 2.05 8.65 -0.14
27 H 2.80 8.92 -1.73
28 H 3.75 8.51 -0.34
29 H 3.89 5.07 -2.18
30 H 4.86 4.89 -0.99
31 C -0.72 -3.10 -4.31
32 C 0.08 -4.08 -5.20
33 C -0.59 -4.49 -6.53
34 O -1.80 -5.19 -6.25
35 C -2.34 -5.75 -7.41
36 N 1.31 -3.43 -5.46
37 H -1.75 -3.45 -4.20
38 H -0.80 -2.11 -4.74
39 H -0.23 -2.97 -3.35
40 H 0.40 -5.00 -4.71
41 H 0.10 -5.09 -7.12
42 H -0.84 -3.57 -7.06
43 H -2.52 -5.01 -8.19
44 H -3.33 -6.13 -7.14
45 H -1.71 -6.53 -7.83
46 H 1.65 -3.08 -4.57
47 H 1.18 -2.58 -6.00
48 C 4.87 -4.66 3.83
49 C 4.59 -4.38 2.30
50 C 3.07 -4.22 2.02
51 O 2.75 -3.98 0.65
52 C 1.30 -3.79 0.48
53 N 5.20 -3.07 1.97
54 H 4.34 -3.96 4.47
55 H 5.93 -4.85 4.03
56 H 4.48 -5.66 4.04
57 H 5.06 -5.16 1.69
58 H 2.68 -3.42 2.64
59 H 2.53 -5.15 2.23
60 H 1.01 -2.92 1.06
61 H 0.67 -4.60 0.86
62 H 1.04 -3.62 -0.56
63 H 6.01 -3.06 2.58
64 H 4.67 -2.36 2.46
65 C -0.58 5.24 -1.85
66 C -1.36 4.54 -0.76
67 C -2.05 5.41 0.28
68 O -2.97 4.75 1.10
69 C -3.55 5.55 2.10
70 N -2.28 3.66 -1.51
71 H 0.15 4.55 -2.28
72 H 0.04 6.03 -1.43
73 H -1.18 5.78 -2.58
74 H -0.56 3.94 -0.34
75 H -2.63 6.19 -0.21
76 H -1.22 5.92 0.78
77 H -4.42 6.16 1.83
78 H -2.76 6.18 2.50
79 H -3.94 4.89 2.87
80 H -2.97 4.28 -1.91
81 H -1.71 3.29 -2.26
82 C -1.81 0.58 -5.31
83 C -1.95 1.24 -6.67
84 C -1.06 2.45 -6.91
85 O -1.01 3.41 -5.82
86 C -2.24 3.98 -5.41
87 N -1.80 0.21 -7.70
88 H -2.02 1.35 -4.56
89 H -0.85 0.12 -5.10
90 H -2.61 -0.16 -5.24
91 H -3.00 1.51 -6.78
92 H -1.44 2.93 -7.81
93 H -0.02 2.22 -7.12
94 H -2.89 3.36 -4.81
95 H -2.76 4.51 -6.22
96 H -1.87 4.75 -4.74
97 H -2.45 -0.54 -7.54
98 H -2.00 0.61 -8.60
99 C -0.19 2.90 4.16
100 C -1.35 3.38 3.37
101 O -2.40 2.47 3.46
102 H -0.57 2.54 5.12
103 H 0.62 3.56 4.46
104 H 0.24 2.05 3.62
105 H -1.01 3.64 2.37
106 H -1.69 4.28 3.89
107 H -2.67 2.41 4.38
108 C 4.61 1.39 3.12
109 C 4.69 -0.12 3.54
110 O 3.57 -0.85 3.10
111 H 4.68 1.54 2.04
112 H 5.52 1.94 3.38
113 H 3.74 1.92 3.51
114 H 4.72 -0.18 4.63
115 H 5.62 -0.57 3.19
116 H 3.36 -0.65 2.19
117 C 4.45 -2.59 -5.06
118 O 4.95 -1.90 -3.91
119 C 5.58 -0.71 -4.30
120 C 6.12 0.00 -3.06
121 N 5.08 0.04 -2.01
122 C 5.38 0.96 -0.87
123 C 6.63 0.61 -0.04
124 O 6.66 -0.79 0.18
125 C 7.88 -1.28 0.74
126 H 3.96 -3.50 -4.70
127 H 5.23 -2.94 -5.73
128 H 3.63 -2.01 -5.50
129 H 4.82 -0.09 -4.78
130 H 6.31 -0.74 -5.11
131 H 6.57 0.95 -3.31
132 H 6.96 -0.57 -2.66
133 H 4.34 0.53 -2.50
134 H 4.56 0.95 -0.15
135 H 5.46 1.99 -1.19
136 H 6.49 1.16 0.89
137 H 7.51 0.94 -0.58
138 H 8.67 -1.06 0.02
139 H 7.81 -2.34 1.02
140 H 8.14 -0.75 1.65
141 C -5.59 -5.07 -0.57
142 O -5.02 -3.72 -0.48
143 C -3.59 -3.72 -0.59
144 C -3.07 -2.29 -0.50
145 N -3.54 -1.54 0.68
146 C -2.68 -1.82 1.83
147 C -3.31 -1.42 3.11
148 O -3.78 -0.07 3.14
149 C -4.42 0.21 4.41
150 H -5.20 -5.69 -1.39
151 H -6.63 -5.08 -0.88
152 H -5.47 -5.65 0.34
153 H -3.33 -4.11 -1.57
154 H -3.19 -4.32 0.23
155 H -3.32 -1.69 -1.38
156 H -2.01 -2.47 -0.63
157 H -4.41 -2.01 0.88
158 H -1.75 -1.26 1.73
159 H -2.57 -2.90 1.81
160 H -2.63 -1.50 3.96
161 H -4.17 -2.07 3.26
162 H -5.36 -0.32 4.54
163 H -4.61 1.29 4.46
164 H -3.76 -0.03 5.25
165 C -6.61 3.46 -5.20
166 O -5.77 2.85 -4.20
167 C -5.45 1.46 -4.35
168 C -4.52 1.05 -3.11
169 N -5.31 1.01 -1.87
170 C -6.00 -0.29 -1.75
171 C -6.83 -0.38 -0.42
172 O -6.16 0.09 0.70
173 C -6.96 0.05 1.88
174 H -7.51 2.88 -5.37
175 H -6.10 3.61 -6.15
176 H -6.92 4.43 -4.81
177 H -5.05 1.36 -5.36
178 H -6.45 1.02 -4.28
179 H -3.74 1.81 -3.02
180 H -4.07 0.09 -3.36
181 H -6.12 1.60 -1.97
182 H -5.29 -1.11 -1.77
183 H -6.67 -0.52 -2.57
184 H -7.09 -1.40 -0.13
185 H -7.73 0.21 -0.59
186 H -7.09 -0.97 2.25
187 H -7.98 0.39 1.74
188 H -6.60 0.59 2.75
189 C 0.16 -0.68 4.65
190 O 0.27 -1.49 5.83
191 C 1.47 -2.30 5.81
192 C 1.55 -2.88 7.25
193 N 1.85 -1.86 8.23
194 C 2.05 -2.37 9.63
195 C 0.73 -3.13 10.19
196 O -0.26 -2.13 10.34
197 C -1.44 -2.60 11.01
198 H 0.22 -1.11 3.65
199 H 0.91 0.11 4.65
200 H -0.87 -0.32 4.71
201 H 2.33 -1.66 5.62
202 H 1.37 -2.99 4.97
203 H 2.28 -3.68 7.32
204 H 0.64 -3.42 7.53
205 H 0.95 -1.42 8.18
206 H 2.18 -1.49 10.25
207 H 2.92 -3.02 9.64
208 H 0.99 -3.55 11.16
209 H 0.31 -3.95 9.62
210 H -1.23 -2.88 12.04
211 H -1.83 -3.48 10.49
212 H -2.22 -1.86 10.88

## Properties
**Charge**: +1
**HOMO**: -9.795 eV
**Spin multiplicity**: 1
**Lowest unoccupied orbital energy**: -7.2 eV

Results of the Mulliken charge analysis, in e, for atoms 1 through 99: 0.890 -0.539 0.654 -0.863 -0.610 0.848 -0.144 -0.077 -0.499 -0.209 0.515 0.517 0.758 -1.049 1.152 -0.923 -0.346 -0.824 -0.708 0.569 -0.327 0.558 -0.638 0.624 0.390 0.313 0.285 0.338 0.280 0.296 -0.159 0.293 -0.919 -0.261 -0.789 -0.514 0.518 -0.094 -0.277 0.340 0.457 0.265 0.328 0.241 0.304 0.066 0.288 -1.500 -0.088 -0.161 -0.286 -0.517 -0.011 0.262 0.449 0.484 0.377 -0.156 0.498 -0.024 0.619 -0.031 0.352 -0.432 -1.675 1.745 -1.291 -0.110 -0.839 -0.055 0.400 0.404 0.304 -0.715 0.475 0.419 0.266 0.406 0.118 0.320 -0.088 -0.050 0.520 -1.166 -0.284 -0.230 -0.752 -0.551 0.154 0.494 0.129 0.430 0.292 0.060 0.341 0.033 0.241 0.285 -0.874

***

Molecular formula: C5H14NS2
Method: DFT, the ωB97M-V functional and the def2-TZVPD basis

Element x y z (Å)
1 N 1.44 -0.87 2.40
2 C -0.02 -1.03 2.11
3 C -0.45 -2.41 1.67
4 C -0.34 0.09 1.08
5 S 0.82 -0.08 -0.34
6 S -0.25 0.11 -2.05
7 C -1.42 1.56 -1.84
8 C -0.64 2.80 -1.52
9 H 2.00 -1.17 1.57
10 H 1.82 -1.45 3.19
11 H 1.63 0.15 2.58
12 H -0.63 -0.69 2.93
13 H -0.86 -2.95 2.50
14 H 0.42 -3.04 1.48
15 H -1.21 -2.47 0.90
16 H -0.14 1.04 1.56
17 H -1.34 0.02 0.67
18 H -2.21 1.23 -1.17
19 H -1.86 1.51 -2.84
20 H -1.20 3.65 -1.94
21 H 0.40 2.83 -1.83
22 H -0.68 3.07 -0.47

## Properties
**HOMO (alpha / beta)**: -3.654 / -8.215 eV
**Spin multiplicity**: 2
**Lowest unoccupied orbital energy (alpha / beta)**: 0.6 / 0.6 eV

Atom-resolved charges from natural (NBO), all expressed in e: -1.063 -0.123 -0.648 -0.542 -0.004 0.043 -0.493 -0.646 0.387 0.320 0.296 0.224 0.226 0.230 0.234 0.222 0.230 0.213 0.225 0.217 0.236 0.215

***

Molecular formula: C8H22N2
Method: DFT, the ωB97M-V functional and the def2-TZVPD basis

Element x y z (Å)
1 C -0.15 -1.88 0.67
2 N 0.33 -0.85 -0.26
3 N 0.12 -1.30 -1.62
4 C 1.72 -0.37 -0.03
5 C 2.74 -1.51 0.17
6 C 1.72 0.53 1.23
7 C 2.21 0.52 -1.20
8 H -1.22 -2.06 0.51
9 H 0.37 -2.84 0.54
10 H -0.04 -1.57 1.71
11 H -0.88 -1.26 -1.86
12 H 0.42 -2.26 -1.78
13 H 2.74 -2.21 -0.67
14 H 2.53 -2.08 1.08
15 H 3.76 -1.11 0.28
16 H 1.02 1.36 1.11
17 H 2.72 0.96 1.40
18 H 1.45 -0.02 2.13
19 H 1.50 1.33 -1.41
20 H 3.17 0.98 -0.97
21 H 2.35 -0.05 -2.12
22 C -3.53 0.60 0.38
23 C -2.29 1.43 0.63
24 C -1.90 2.25 -0.59
25 H -3.43 -0.02 -0.51
26 H -3.72 -0.06 1.23
27 H -4.41 1.25 0.25
28 H -2.44 2.09 1.49
29 H -1.46 0.76 0.89
30 H -1.80 1.62 -1.48
31 H -2.66 3.02 -0.79
32 H -0.94 2.75 -0.42

## Properties
**HOMO**: -8.715 eV
**Spin multiplicity**: 1
**Lowest unoccupied orbital energy**: 0.9 eV

Atom-resolved charges from natural (NBO), all expressed in e: -0.431 -0.304 -0.675 0.122 -0.642 -0.613 -0.609 0.203 0.167 0.203 0.355 0.322 0.206 0.206 0.218 0.218 0.211 0.202 0.218 0.204 0.222 -0.602 -0.402 -0.602 0.194 0.204 0.200 0.191 0.209 0.202 0.198 0.206

***

Molecular formula: C3H11NOS
Method: DFT, the ωB97M-V functional and the def2-TZVPD basis

Element x y z (Å)
1 C 0.32 -1.26 1.55
2 C -0.55 -0.52 0.50
3 N -0.15 -1.04 -0.85
4 C -0.61 0.97 0.75
5 S -1.59 1.89 -0.59
6 H -0.10 -1.08 2.57
7 H 0.17 -2.31 1.51
8 H 1.46 -1.06 1.41
9 H -1.61 -0.88 0.61
10 H 0.25 -0.55 -1.69
11 H -0.01 -2.02 -0.92
12 H 0.39 1.42 0.65
13 H -1.18 1.22 1.60
14 H -2.21 2.66 0.35
15 O 1.64 0.72 -2.80
16 H 1.93 1.57 -2.64
17 H 1.85 0.27 -2.00

## Properties
**HOMO**: -8.721 eV
**Spin multiplicity**: 1
**Lowest unoccupied orbital energy**: 0.7 eV

Atom-resolved charges from natural (NBO), all expressed in e: -0.615 -0.059 -0.916 -0.471 -0.079 0.207 0.210 0.209 0.183 0.399 0.371 0.208 0.230 0.120 -0.926 0.468 0.462

***

no.,electronic energy (a.u.)
1,-4246.53003
2,-1049.89563
3,-427.47583
4,-649.03704